1.
Molecular formula: C17H31AlClF6KLi2N7O14P3S3
Method: DFT, ωB97M-V/def2-TZVPD

Each line ends with the Löwdin charge.
Geometry (Å):
N (4.59233, -2.62233, 2.62119)  0.200
C (3.95767, -3.12769, 1.59280)  -0.129
C (3.32083, -3.81023, 0.24644)  -0.339
P (3.18972, -5.74636, 0.41805)  0.713
O (2.07423, -6.31249, -0.59195)  -0.469
C (4.02715, -3.37114, -1.16413)  -0.516
C (4.50519, -4.69293, -2.02831)  -0.231
N (4.92846, -5.83461, -2.46585)  0.172
N (2.98126, -2.59771, -1.98480)  -0.149
C (2.73634, -3.36257, -3.11474)  -0.135
O (2.42578, -3.85776, -4.34110)  0.044
P (5.53840, -2.21780, -1.00105)  0.446
O (6.78571, -2.80147, 0.09135)  -0.395
O (5.11502, -0.52535, -0.69906)  -0.234
S (6.39572, -2.19961, -2.79116)  0.308
H (2.18456, -3.44954, 0.17904)  0.085
H (4.46966, -6.40575, 0.21192)  -0.064
H (2.67634, -6.00131, 1.76415)  0.034
H (7.64156, -2.32942, -0.20753)  0.094
H (4.30546, -0.46939, -0.10489)  0.067
Al (1.29344, -1.34225, -1.31899)  0.848
C (5.87175, -0.41682, 5.21330)  -0.614
F (6.50508, -1.17805, 4.27501)  0.075
F (5.28827, -1.29224, 6.08657)  0.090
F (6.85593, 0.21226, 5.92402)  0.102
S (4.67166, 0.75626, 4.50067)  0.590
O (3.69368, -0.09071, 3.81241)  -0.352
O (5.47156, 1.60941, 3.61798)  -0.299
N (4.20321, 1.40254, 5.86994)  -0.292
S (3.11243, 2.53392, 5.66302)  0.600
O (1.78909, 2.09102, 5.21759)  -0.327
O (3.57759, 3.78223, 5.05321)  -0.297
C (2.88848, 2.94222, 7.42639)  -0.607
F (4.04784, 3.36590, 8.01434)  0.100
F (2.47353, 1.86682, 8.16155)  0.095
F (1.96958, 3.92816, 7.63890)  0.105
C (2.84467, -0.37719, -5.25456)  -0.416
O (3.06898, -0.29964, -3.95146)  -0.276
H (3.70459, -0.21355, -5.92621)  0.073
H (2.45988, -1.33465, -5.64523)  0.049
H (2.11283, 0.32757, -5.68445)  0.083
O (-3.41576, -0.47990, -0.88696)  -0.318
P (-4.41057, 0.70485, -0.94970)  0.769
N (-4.62331, 0.49902, -2.61852)  -0.357
C (-4.31950, 1.41767, -3.69339)  -0.126
C (-5.32606, -0.69732, -3.06783)  -0.127
N (-3.17934, 1.88307, -0.66639)  -0.309
C (-2.85068, 3.00285, -1.53555)  -0.109
C (-1.94441, 1.42942, -0.01481)  -0.347
N (-5.55426, 2.06690, -1.02183)  -0.255
C (-5.82845, 2.53177, 0.35993)  -0.139
C (-6.88222, 1.84295, -1.61725)  -0.107
H (-4.70193, 2.42186, -3.50771)  0.065
H (-4.76853, 1.11940, -4.64892)  0.088
H (-3.23993, 1.46872, -3.86564)  0.077
H (-6.40316, -0.59655, -2.91564)  0.063
H (-4.99746, -1.58259, -2.51575)  0.070
H (-5.15824, -0.91968, -4.12826)  0.085
H (-2.22868, 2.69428, -2.38108)  0.087
H (-2.29035, 3.76811, -0.98391)  0.083
H (-3.73154, 3.52728, -1.90911)  0.083
H (-1.29508, 0.90058, -0.71755)  0.074
H (-2.16803, 0.76783, 0.82999)  0.044
H (-1.37647, 2.26722, 0.40646)  -0.092
H (-6.33219, 1.75287, 0.94354)  0.081
H (-6.45350, 3.43269, 0.35728)  0.094
H (-4.90973, 2.80465, 0.89083)  0.058
H (-7.38651, 0.98244, -1.16676)  0.097
H (-6.83793, 1.69816, -2.69946)  0.075
H (-7.52138, 2.72574, -1.48690)  0.099
Cl (5.10641, -2.63573, -5.02326)  -0.099
C (-6.82060, 2.94096, 5.15347)  -0.131
C (-6.93899, 3.65000, 3.79258)  -0.571
O (-7.58055, 2.82417, 2.98200)  -0.245
H (-6.25257, 2.00493, 5.08014)  0.055
H (-6.29332, 3.58806, 5.86415)  0.053
H (-7.80379, 2.71460, 5.58488)  0.064
H (-5.91114, 3.94717, 3.53220)  0.062
H (-7.39635, 4.62660, 4.01544)  0.084
Li (6.76577, -5.02439, -0.38535)  0.703
K (-1.84170, 2.49130, 1.83815)  1.060
C (2.31489, -0.66115, -8.44491)  -0.972
O (1.41884, 0.04179, -8.00343)  0.159
O (3.29316, -1.05680, -7.80070)  0.191
O (2.38200, -1.08551, -9.60423)  0.218
Li (3.93771, -8.33804, 1.30542)  0.731

Summary:
Total charge: 0



2.
Molecular formula: CaCl2HP
Method: DFT, ωB97M-V/def2-TZVPD

Each line ends with the Löwdin charge.
Geometry (Å):
Cl (1.67486, -1.24769, 0.33800)  0.426
P (0.09545, -0.36548, -0.34742)  -0.154
Cl (-1.46847, -1.31438, 0.33237)  0.397
H (0.02106, 0.86440, 0.47866)  -0.206
Ca (-0.32290, 2.06315, -0.80161)  1.537

Summary:
Total charge: +2



3.
Molecular formula: C44H59AuO3P3
Method: DFT, ωB97M-V/def2-TZVPD

Each line ends with the Löwdin charge.
Geometry (Å):
Au (0.22899, 1.08199, 0.18149)  0.756
O (0.60160, 1.54727, -1.89826)  -0.442
P (0.60128, 0.67838, -3.12794)  0.744
C (-1.08127, 0.23004, -3.61643)  -0.297
P (-1.90531, -0.83010, -2.38930)  0.727
O (-1.55517, -0.46033, -0.98633)  -0.393
C (-1.42697, -2.51649, -2.78012)  -0.279
C (-0.75525, -3.24950, -1.80794)  -0.066
C (-0.37456, -4.55766, -2.07422)  -0.066
C (-0.65976, -5.12687, -3.30608)  -0.068
C (-1.33386, -4.39625, -4.27832)  -0.068
C (-1.72311, -3.09410, -4.01365)  -0.076
C (-3.66074, -0.70702, -2.74253)  -0.281
C (-4.18396, -0.18217, -3.92003)  -0.078
C (-5.55792, -0.14842, -4.11705)  -0.066
C (-6.40953, -0.63718, -3.13876)  -0.064
C (-5.89284, -1.16379, -1.96094)  -0.061
C (-4.52348, -1.20131, -1.76218)  -0.081
C (1.34299, 1.53887, -4.51234)  -0.277
C (2.61620, 2.07283, -4.29908)  -0.063
C (3.26302, 2.74757, -5.31863)  -0.061
C (2.64629, 2.89285, -6.55567)  -0.063
C (1.38300, 2.36707, -6.77232)  -0.067
C (0.72888, 1.69109, -5.75135)  -0.075
C (1.52242, -0.84439, -2.92422)  -0.288
C (2.08438, -1.16923, -1.69530)  -0.078
C (2.80088, -2.35030, -1.55557)  -0.064
C (2.95093, -3.20198, -2.63919)  -0.065
C (2.39094, -2.87823, -3.87047)  -0.063
C (1.68239, -1.69947, -4.01520)  -0.071
H (-1.08206, -0.26387, -4.58998)  0.069
H (-1.63209, 1.17302, -3.68566)  0.093
H (-0.53296, -2.78472, -0.85517)  0.087
H (0.14746, -5.13177, -1.32019)  0.110
H (-0.36366, -6.14723, -3.51063)  0.110
H (-1.56507, -4.84789, -5.23360)  0.109
H (-2.27468, -2.53634, -4.76324)  0.109
H (-3.53178, 0.20718, -4.69138)  0.098
H (-5.96157, 0.26206, -5.03270)  0.110
H (-7.47970, -0.60689, -3.29259)  0.111
H (-6.55960, -1.54512, -1.19945)  0.111
H (-4.11630, -1.60441, -0.84252)  0.115
H (3.09312, 1.96385, -3.33261)  0.116
H (4.24780, 3.16206, -5.15177)  0.111
H (3.15268, 3.42193, -7.35168)  0.112
H (0.90263, 2.48603, -7.73396)  0.110
H (-0.26158, 1.29660, -5.93288)  0.096
H (1.95740, -0.50449, -0.84868)  0.051
H (3.24267, -2.60170, -0.60015)  0.107
H (3.50917, -4.12246, -2.52953)  0.112
H (2.51144, -3.54351, -4.71452)  0.113
H (1.26448, -1.44110, -4.98199)  0.115
C (-3.40044, 1.64562, 0.36593)  -0.136
O (-2.24868, 2.38253, -0.03405)  -0.176
H (-4.31906, 2.20215, 0.17103)  0.087
H (-3.35772, 1.38133, 1.42727)  0.073
H (-3.39868, 0.72820, -0.21554)  0.036
H (-2.22100, 3.20459, 0.46609)  0.054
C (4.81537, 1.06609, 3.62069)  -0.194
C (4.39332, -0.23244, 2.91419)  -0.180
C (3.04009, -0.07940, 2.20525)  -0.224
C (2.13204, 0.85834, 3.00919)  -0.436
C (2.71325, 2.28677, 2.94994)  -0.199
C (4.25002, 2.27448, 2.88292)  -0.188
P (0.41082, 0.81728, 2.40339)  0.937
C (-0.57182, 2.10387, 3.27207)  -0.428
C (-0.45700, 2.10064, 4.80930)  -0.185
C (-0.99451, 3.41022, 5.41323)  -0.186
C (-2.12331, 3.97871, 4.56050)  -0.192
C (-1.60451, 4.37774, 3.16758)  -0.180
C (-0.39599, 3.53027, 2.74291)  -0.223
C (-0.36164, -0.76705, 2.94317)  -0.399
C (-0.20840, -1.87564, 1.88423)  -0.237
C (-0.65515, -3.21283, 2.46560)  -0.183
C (0.26546, -3.66229, 3.61559)  -0.182
C (0.96727, -2.47345, 4.28210)  -0.191
C (0.03629, -1.26780, 4.35572)  -0.187
H (5.90178, 1.12404, 3.68696)  0.111
H (4.44632, 1.07263, 4.65060)  0.114
H (4.33579, -1.04861, 3.63835)  0.107
H (5.14940, -0.52018, 2.18041)  0.112
H (2.58660, -1.05942, 2.05170)  0.077
H (3.17167, 0.35814, 1.21117)  0.100
H (2.10977, 0.51445, 4.04788)  0.109
H (2.38785, 2.84664, 3.82957)  0.106
H (2.31549, 2.80999, 2.07521)  0.098
H (4.63902, 3.20431, 3.29860)  0.113
H (4.57767, 2.24314, 1.84020)  0.115
H (-1.59169, 1.79749, 3.00064)  0.097
H (0.58476, 1.96477, 5.11215)  0.101
H (-1.01341, 1.25381, 5.21442)  0.109
H (-0.19053, 4.14756, 5.48492)  0.116
H (-1.33543, 3.22919, 6.43303)  0.113
H (-2.57921, 4.83857, 5.05138)  0.111
H (-2.91315, 3.22688, 4.47038)  0.113
H (-1.32236, 5.43198, 3.15953)  0.114
H (-2.41286, 4.27561, 2.43662)  0.099
H (0.51806, 3.95961, 3.15735)  0.102
H (-0.27335, 3.53947, 1.65725)  0.080
H (-1.42616, -0.50275, 2.95663)  0.113
H (0.83156, -1.95614, 1.55185)  0.091
H (-0.78646, -1.61264, 0.99828)  0.066
H (-0.68022, -3.97164, 1.68180)  0.102
H (-1.68436, -3.11158, 2.82337)  0.117
H (1.01268, -4.36763, 3.24686)  0.109
H (-0.32029, -4.19988, 4.36381)  0.110
H (1.87008, -2.20463, 3.72512)  0.093
H (1.30132, -2.74770, 5.28377)  0.116
H (0.48687, -0.47709, 4.95336)  0.082
H (-0.87154, -1.56066, 4.89136)  0.123

Summary:
Total charge: +1
Energy above the lowest of the compared OMol25 structures with the same formula, charge and spin (kcal/mol): 0.4



4.
Molecular formula: C12H26NO
Method: DFT, ωB97M-V/def2-TZVPD

Each line ends with the Löwdin charge.
Geometry (Å):
C (-3.18018, 2.55805, 1.05314)  -0.102
C (-1.71633, 2.88452, 0.31459)  -0.369
C (-2.02708, 2.99205, -1.29159)  -0.123
C (-0.72709, 1.59770, 0.58763)  -0.183
C (0.86026, 1.99454, 0.38438)  -0.289
C (1.71936, 2.04780, 1.80039)  -0.095
C (1.61071, 0.99078, -0.71582)  -0.104
O (1.92176, -0.31129, -0.10674)  -0.125
N (1.06077, -1.27362, -0.48101)  -0.185
C (1.81195, -2.25654, -1.34937)  -0.078
C (1.50047, -3.83647, -1.05592)  -0.160
C (0.02409, -4.15966, -0.42716)  -0.200
C (-0.70894, -2.90336, 0.32690)  -0.144
C (0.50557, -1.87716, 0.81205)  -0.062
H (-4.09351, 2.78892, 0.34771)  0.082
H (-3.15507, 1.41741, 1.36754)  0.078
H (-3.28830, 3.19607, 2.04439)  0.091
H (-1.23434, 3.89327, 0.71085)  0.146
H (-3.03462, 3.58950, -1.41193)  0.084
H (-1.14596, 3.51566, -1.90305)  0.093
H (-2.25020, 1.89285, -1.69803)  0.090
H (-0.87985, 1.08686, 1.62934)  0.113
H (-0.97257, 0.80120, -0.25863)  0.096
H (0.86651, 3.11531, -0.02672)  0.150
H (2.84557, 2.33494, 1.52768)  0.097
H (1.78104, 1.01217, 2.35511)  0.082
H (1.35149, 2.90353, 2.53418)  0.103
H (1.06161, 0.94092, -1.74775)  0.150
H (2.66227, 1.51282, -0.93226)  0.159
H (0.23521, -0.94331, -1.02738)  0.168
H (1.68703, -1.93846, -2.47737)  0.160
H (2.96961, -2.09541, -1.10472)  0.172
H (2.33753, -4.38531, -0.40679)  0.137
H (1.54112, -4.38650, -2.11491)  0.136
H (0.18865, -5.00971, 0.39475)  0.130
H (-0.70459, -4.64730, -1.22996)  0.129
H (-1.37730, -2.35672, -0.49636)  0.126
H (-1.43803, -3.20143, 1.19732)  0.136
H (0.10201, -0.97230, 1.46754)  0.144
H (1.28937, -2.51236, 1.40798)  0.170

Summary:
Total charge: +1
Energy above the lowest of the compared OMol25 structures with the same formula, charge and spin (kcal/mol): 132.7



Result set for gap between HOMO and LUMO: 0.0330 0.3339 0.3400 0.3938 Ha, one per record in the order listed.
Result set for LUMO: -4.77 -10.34 -1.72 -2.75 eV, one per record in the order listed.